Here is the ion C2H3O2Se with charge -1 from the Open Molecules 2025 dataset. Energies are from wB97M-V/def2-TZVPD.

The geometry in XYZ format:
```
8
Properties=species:S:1:pos:R:3:nbo_charge:R:1
C 0.10446 0.82454 -0.25927 0.87
C -0.32344 -0.52204 -0.43697 -0.73
O 0.21016 0.94962 1.48547 -0.89
O 0.24124 1.78347 -0.93654 -0.54
Se 1.18698 -1.66605 -0.76614 -0.60
H -1.00687 -0.61732 -1.25530 0.22
H -0.76207 -0.78930 0.44559 0.22
H 0.34954 0.03709 1.72316 0.45
```

Values from the calculation:
Gap between HOMO and LUMO ... 6.9 eV
2S+1 ... 1
Total charge ... -1
LUMO ... 3.9 eV

***

Here is a structure of composition C2H3O2Yb from the Open Molecules 2025 dataset. Energies are from wB97M-V/def2-TZVPD.

The geometry in XYZ format:
```
8
Properties=species:S:1:pos:R:3:lowdin_spin:R:1
C 0.07951 -0.44213 0.78033 0.60
C 0.17036 0.91013 0.45024 0.10
O 0.09748 1.28650 -0.84088 0.13
O -0.17929 -1.22540 -0.32118 0.14
H 0.82989 1.47206 1.13386 0.00
H -0.31051 -2.14879 -0.07699 0.01
Yb 0.14170 -0.12369 -2.55501 0.01
H -0.82914 0.27132 1.42963 0.01
```

Values from the calculation:
Gap between HOMO and LUMO (alpha / beta) ... 9.3 / 7.3 eV
2S+1 ... 2
Total charge ... +2
LUMO (alpha / beta) ... -9.8 / -11.7 eV

***

Here is a structure of composition C2H3O3Ru from the Open Molecules 2025 dataset. Energies are from wB97M-V/def2-TZVPD.

The geometry in XYZ format:
```
9
Properties=species:S:1:pos:R:3:lowdin_spin:R:1
O -1.45764 1.08489 -0.98601 0.31
C -0.67339 0.19296 -0.53932 0.05
O -0.06080 0.55074 0.62024 0.02
O -0.29736 -0.80235 -1.16426 0.08
Ru -2.13970 0.78683 -2.83930 4.54
C 0.95936 -0.29814 1.12078 0.00
H 1.79620 -0.36439 0.41313 0.00
H 1.30178 0.15577 2.05650 0.00
H 0.57156 -1.30630 1.31825 0.00
```

Values from the calculation:
Gap between HOMO and LUMO (alpha / beta) ... 8.0 / 8.7 eV
2S+1 ... 6
LUMO (alpha / beta) ... 0.4 / -1.7 eV

***

Calculated relative energy (zero: lowest compared OMol25 entry of this formula, charge and spin), 29.15 35.67 0.00 kcal per mole (same order as the records).
Calculated F_max, 0.068 0.123 0.069 hartree/bohr (same order as the records).